A 2-piece molecular cluster, C2H5O2 overall in a non-equilibrium geometry. Source: the OMol25 dataset; level of theory: the ωB97M-V functional and the def2-TZVPD basis.

The LUMO energy (alpha / beta) is 0.0327 / -0.1357 Ha. The total energy comes out at -229.577182 Eh. For the HOMO energy (alpha / beta), the calculation gives -11.0 / -10.9 eV. As for the expectation value of S²: 0.7552. The calculation puts the HOMO-LUMO gap (alpha / beta) at 11.846 / 7.201 eV. The value obtained for the energy above the lowest of the compared OMol25 structures with the same formula, charge and spin is 73.0 kJ/mol. Its spin multiplicity is 2.

Each line ends with the Löwdin charge.
Element x y z (Å)
O 0.27538 -1.62831 0.11577  0.189
C 0.75142 -1.14301 1.21686  -0.365
O 0.41880 -0.02995 1.74857  -0.020
H 1.38813 -1.89999 1.79822  0.174
C -0.53007 0.94376 -1.00712  -0.056
H 0.14518 1.10079 -1.85526  0.023
H -0.08076 0.82836 0.03229  0.006
H -1.14432 0.02799 -1.16510  0.022
H -1.22376 1.80036 -0.88423  0.027

Atoms 1-6, force components in eV/Å:
O 0.7 0.0 0.3
C -1.7 3.3 2.8
O 1.7 -4.1 -1.7
H -0.4 0.6 -1.0
C -0.8 -0.3 1.3
H 0.0 -0.1 0.5

A 2-piece molecular cluster, C5H11O3 overall in a non-equilibrium geometry. Source: the OMol25 dataset; level of theory: the ωB97M-V functional and the def2-TZVPD basis.

The LUMO energy is 0.1381 Ha. The total energy comes out at -422.842010 Eh. For the HOMO energy, the calculation gives -4.4 eV. The charge is -1. The calculation puts the HOMO-LUMO gap at 8.117 eV. The value obtained for the energy above the lowest of the compared OMol25 structures with the same formula, charge and spin is 188.2 kJ/mol. Its spin multiplicity is 1.

Each line ends with the Löwdin charge.
Element x y z (Å)
C 0.07860 1.47587 2.50932  -0.338
C -0.35370 2.28303 1.29975  -0.082
O 0.71809 0.28351 2.11066  -0.119
H 0.85560 1.91950 3.17618  0.107
H -0.65009 1.19934 3.16493  0.059
H -0.44424 3.37548 1.25201  0.063
H 0.76979 0.34578 1.11995  0.023
H -1.25198 1.91975 0.85740  0.046
H 0.37135 1.98548 0.44191  0.100
C -0.75323 -1.21557 -0.58924  -0.121
C -2.04771 -0.79502 -1.49899  -0.110
C 0.60885 -0.84876 -1.37104  -0.684
O 1.02388 -1.58337 -2.32053  -0.095
O 1.26642 -0.07140 -0.63414  -0.104
H -0.95433 -0.60926 0.27454  0.045
H -0.85253 -2.33288 -0.32534  0.114
H -1.73339 -0.74835 -2.52117  0.041
H -2.59284 0.09401 -1.33703  0.024
H -2.78129 -1.57600 -1.45010  0.031

Atoms 1-6, force components in eV/Å:
C 3.2 0.8 -0.4
C 1.6 -0.3 -2.2
O -0.3 -0.2 -1.3
H -0.5 0.9 -0.5
H -2.7 -0.5 1.6
H 0.3 -0.2 0.8

The molecule C26H32N4O4. Source: the OMol25 dataset; level of theory: the ωB97M-V functional and the def2-TZVPD basis.

The LUMO energy is 0.0137 Ha. The total energy comes out at -1529.978830 Eh. For the HOMO energy, the calculation gives -7.4 eV. The calculation puts the HOMO-LUMO gap at 7.818 eV. The value obtained for the energy above the lowest of the compared OMol25 structures with the same formula, charge and spin is 182.3 kJ/mol. Its SMILES is CCOC(=O)c1[nH]c2ccc(OC)cc2c1NC(=O)CCN1CCN(Cc2ccccc2)CC1. Its spin multiplicity is 1.

Each line ends with the Löwdin charge.
Element x y z (Å)
C -5.72880 -3.10313 1.49055  -0.064
C -5.04649 -1.81689 1.06190  -0.222
O -3.68212 -2.10076 0.75701  -0.001
C -3.06539 -1.26934 -0.10507  -0.413
O -3.61633 -0.30105 -0.60862  0.070
C -1.70184 -1.64579 -0.35771  -0.103
N -1.08408 -2.72810 0.23215  0.141
C 0.20300 -2.78492 -0.19760  -0.201
C 1.20291 -3.70883 0.09698  -0.018
C 2.43513 -3.52661 -0.47587  -0.018
C 2.70003 -2.43298 -1.32710  -0.287
O 3.98368 -2.36900 -1.78616  -0.096
C 4.33708 -1.27248 -2.59516  -0.084
C 1.71179 -1.52564 -1.64359  0.058
C 0.44119 -1.70311 -1.08434  -0.065
C -0.78897 -0.99277 -1.19041  -0.081
N -1.18379 0.10459 -1.92474  0.170
C -0.48759 1.00177 -2.67419  -0.458
O 0.67488 0.89751 -2.99583  0.074
C -1.35690 2.17930 -3.10501  -0.073
C -1.99327 2.83479 -1.86409  -0.176
N -1.10241 2.64285 -0.73897  -0.196
C 0.00206 3.57085 -0.66662  -0.160
C 1.05143 2.99703 0.27948  -0.169
N 0.46698 2.79237 1.59192  -0.150
C 1.44638 2.39735 2.59691  -0.152
C 2.18911 1.11930 2.28820  -0.220
C 3.38871 1.15330 1.58693  -0.050
C 4.05428 -0.01596 1.26559  -0.077
C 3.52760 -1.23966 1.63915  -0.092
C 2.33023 -1.28640 2.33107  -0.080
C 1.66696 -0.11585 2.65335  -0.045
C -0.66757 1.89456 1.49966  -0.172
C -1.71211 2.49538 0.56065  -0.159
H -5.23354 -3.51791 2.36455  0.075
H -5.69033 -3.83508 0.68788  0.079
H -6.76721 -2.89951 1.73484  0.078
H -5.52394 -1.38636 0.17502  0.122
H -5.07492 -1.07066 1.86474  0.130
H -1.54128 -3.35944 0.86635  0.160
H 1.01029 -4.54257 0.75515  0.113
H 3.24204 -4.21662 -0.28488  0.120
H 3.77231 -1.26569 -3.53231  0.098
H 4.17541 -0.32441 -2.07319  0.092
H 5.39737 -1.39509 -2.81178  0.092
H 1.87567 -0.68945 -2.30047  0.085
H -2.15401 0.33857 -1.72278  0.110
H -0.71350 2.88059 -3.63626  0.113
H -2.12805 1.83402 -3.79529  0.121
H -2.20536 3.89793 -2.06420  0.124
H -2.94348 2.34875 -1.63102  0.113
H 0.44204 3.68514 -1.65791  0.123
H -0.32348 4.56231 -0.30196  0.128
H 1.88305 3.69914 0.37619  0.125
H 1.42658 2.05568 -0.15549  0.125
H 0.91194 2.29908 3.54642  0.122
H 2.15871 3.22337 2.68811  0.122
H 3.81078 2.10667 1.30119  0.110
H 4.98999 0.02704 0.72708  0.104
H 4.04998 -2.15161 1.39493  0.102
H 1.91497 -2.23928 2.62525  0.101
H 0.74021 -0.15978 3.20849  0.110
H -1.09592 1.77089 2.49778  0.124
H -0.37913 0.90360 1.10783  0.117
H -2.56534 1.81807 0.48390  0.107
H -2.05762 3.46092 0.97145  0.127

Atoms 1-6, force components in eV/Å:
C 0.4 0.3 -0.1
C -0.6 0.2 0.0
O 0.4 -0.1 -0.1
C -0.2 0.2 0.0
O 0.0 -0.1 0.1
C 0.4 0.3 -0.4

C2H5NOS as an isolated structure in a non-equilibrium geometry. Source: the OMol25 dataset; level of theory: the ωB97M-V functional and the def2-TZVPD basis.

The LUMO energy is 0.0094 Ha. The total energy comes out at -607.125152 Eh. For the HOMO energy, the calculation gives -8.6 eV. The calculation puts the HOMO-LUMO gap at 8.810 eV. The value obtained for the energy above the lowest of the compared OMol25 structures with the same formula, charge and spin is 739.5 kJ/mol. Its spin multiplicity is 1.

Each line ends with the Löwdin charge.
Element x y z (Å)
C -1.63109 1.72789 0.06874  -0.096
C 0.23786 -0.69962 0.30051  -0.626
H -2.08448 2.67826 0.69519  0.119
H -2.34966 0.60788 0.29960  0.152
H -1.39250 1.63280 -1.28713  0.192
H 0.80570 1.23336 -0.27332  0.202
H -0.25587 -0.80731 1.41540  0.150
N 0.24624 0.61125 0.50129  -0.209
O -0.64711 1.44283 1.20008  -0.229
S 1.06809 -1.70850 -1.01094  0.345

Atoms 1-6, force components in eV/Å:
C -3.3 -2.3 2.1
C 0.0 -0.6 2.3
H 0.4 -2.1 -2.9
H 1.5 3.8 -1.3
H 0.0 0.9 4.8
H -1.7 -1.8 2.3

A 4-piece molecular cluster, C19H46BrN3O2 overall in a non-equilibrium geometry. Source: the OMol25 dataset; level of theory: the ωB97M-V functional and the def2-TZVPD basis.

The LUMO energy is -0.1550 Ha. The total energy comes out at -3639.635316 Eh. For the HOMO energy, the calculation gives -9.8 eV. The charge is +2. The calculation puts the HOMO-LUMO gap at 5.579 eV. The value obtained for the energy above the lowest of the compared OMol25 structures with the same formula, charge and spin is 418.3 kJ/mol. Its spin multiplicity is 1.

Each line ends with the Löwdin charge.
Element x y z (Å)
Br 0.61658 -2.68331 4.85904  -0.957
C -1.51749 -9.11081 6.39940  0.029
C -1.16629 -8.22428 5.21617  -0.345
O -0.27856 -8.49181 4.42284  0.168
N -2.00803 -6.97562 4.98837  0.119
H -2.70144 -6.64466 5.64393  0.169
H -1.38284 -6.19681 4.83767  0.155
C -2.84493 -7.04912 3.64528  0.061
H -2.60043 -9.20916 6.47472  0.090
H -1.12773 -8.74785 7.35043  0.106
H -1.13944 -10.12813 6.29801  0.104
H -2.14969 -7.43525 2.89986  0.096
H -3.19082 -6.04558 3.39758  0.108
H -3.57448 -7.85505 3.72490  0.104
C -2.10034 2.37414 2.54903  0.019
N -2.29199 2.95811 3.97445  -0.304
C -3.31833 1.95658 4.64230  0.033
C -0.91205 2.82016 4.68527  0.040
C -2.80047 4.41076 4.00206  -0.072
C -1.99233 5.43072 3.19684  -0.280
O -0.66550 5.56168 3.45938  -0.030
H -3.08615 2.51359 2.10536  0.099
H -2.11755 1.28688 2.62440  0.107
H -1.29565 2.89691 2.03204  0.106
H -3.69297 2.29932 5.60681  0.109
H -2.76945 1.01722 4.70879  0.103
H -4.20155 1.80181 4.02256  0.101
H -0.95675 3.47533 5.55524  0.112
H -0.18673 3.19814 3.96475  0.089
H -0.64509 1.77724 4.85597  0.112
H -2.83371 4.72666 5.04475  0.138
H -3.84133 4.31570 3.69274  0.138
H -2.36001 6.44772 3.33333  0.137
H -2.17572 5.23257 2.14082  0.118
H -0.25665 6.08512 2.76625  0.116
C 6.27944 1.10470 -5.29197  -0.071
C 5.07806 2.14816 -5.12854  -0.227
C 3.88611 1.42664 -4.51513  -0.224
C 2.59574 2.22511 -4.47229  -0.086
N 1.35916 1.29048 -4.20237  -0.170
C 1.06061 0.36789 -5.38078  -0.108
C -0.43747 0.41358 -5.58520  -0.135
C -0.93032 1.79218 -5.02402  -0.118
C 0.10422 2.14992 -3.98210  -0.108
C 1.60289 0.37514 -2.94366  -0.098
C 0.38825 -0.31786 -2.34480  -0.238
C 0.75618 -1.36092 -1.30827  -0.074
H 5.92909 0.11814 -5.59538  0.068
H 6.75700 1.01824 -4.31599  0.073
H 6.95998 1.48601 -6.05327  0.074
H 4.84960 2.54033 -6.11956  0.104
H 5.39421 3.04975 -4.60387  0.110
H 4.19192 1.05997 -3.53526  0.122
H 3.73623 0.53814 -5.12848  0.108
H 2.32999 2.85949 -5.31789  0.141
H 2.68974 2.90767 -3.62768  0.135
H 1.36232 -0.67042 -5.24302  0.138
H 1.63926 0.70917 -6.23915  0.136
H -0.95903 -0.48469 -5.25481  0.115
H -0.53672 0.46659 -6.66938  0.119
H -1.87453 1.66945 -4.49346  0.118
H -1.03660 2.56212 -5.78822  0.122
H -0.35221 2.08090 -2.99468  0.118
H 0.39450 3.17346 -4.21914  0.124
H 1.92356 1.08164 -2.17808  0.137
H 2.43960 -0.23984 -3.27507  0.126
H -0.03596 -0.83842 -3.20338  0.100
H -0.39711 0.36710 -2.02523  0.109
H -0.14045 -1.91716 -1.03487  0.084
H 1.09018 -0.80724 -0.43079  0.086
H 1.46851 -2.13432 -1.59556  0.090

Atoms 1-6, force components in eV/Å:
Br -0.5 -0.1 -0.2
C -0.6 0.2 -0.2
C 2.6 -2.5 -0.7
O -2.8 1.7 1.8
N -1.0 0.2 -2.4
H 0.1 -0.5 1.1